# 1
ORCA calculation (ωB97M-V with the def2-TZVPD basis set) on a structure of composition C35H23Cl4N9O2SSn.

Properties
Energy relative to the best compared isomer or geometry (same formula, charge and spin): 19.2 kcal/mol
HOMO: -1.88 eV
DFT total energy: -120934.072 eV
LUMO energy: 3.25 eV
Kohn-Sham gap: 5.13 eV

Geometry as ORCA input:
```
! wB97M-V def2-TZVPD RIJCOSX def2/J DEFGRID3
* xyz -2 1
Sn 1.914 0.128 0.289
C 0.412 -1.261 4.922
C 0.934 -0.246 5.711
C 1.751 0.713 5.143
C 2.038 0.647 3.773
N 1.529 -0.339 3.034
C 0.745 -1.263 3.576
C 2.903 1.630 3.053
C 3.604 2.595 3.786
C 4.419 3.514 3.151
C 4.536 3.475 1.767
C 3.836 2.522 1.045
C 3.001 1.579 1.652
H -0.224 -2.036 5.331
H 0.703 -0.200 6.770
H 2.147 1.509 5.755
H 0.386 -2.037 2.903
H 3.529 2.635 4.866
H 4.958 4.254 3.731
H 5.174 4.186 1.253
H 3.950 2.500 -0.034
Cl 5.329 -0.943 -6.279
C 4.894 -0.649 -4.620
C 5.772 -0.014 -3.770
Cl 7.333 0.506 -4.338
C 5.392 0.213 -2.435
Cl 6.489 1.010 -1.343
C 4.155 -0.176 -1.926
O 3.848 0.031 -0.668
C 3.227 -0.848 -2.810
O 2.077 -1.202 -2.367
C 3.641 -1.052 -4.136
Cl 2.513 -1.864 -5.192
C -0.772 -2.009 -3.213
C -0.932 -2.490 -1.809
C -2.151 -2.677 -1.205
C -2.139 -3.025 0.156
N -1.044 -3.315 0.820
C 0.163 -3.257 0.184
S 1.586 -3.742 0.897
N 0.179 -2.736 -1.099
C -3.419 -3.038 0.944
H -1.712 -1.592 -3.575
H -0.485 -2.842 -3.858
H 0.049 -1.290 -3.279
H -3.070 -2.484 -1.740
H 1.093 -2.455 -1.517
H -4.289 -2.875 0.306
H -3.377 -2.247 1.696
H -3.523 -3.988 1.470
N -7.524 -0.173 -4.829
C -6.769 -0.047 -3.971
C -5.834 0.102 -2.888
C -4.514 0.475 -3.138
C -3.622 0.619 -2.094
C -4.034 0.378 -0.783
C -5.354 0.007 -0.534
C -6.248 -0.126 -1.579
N -3.122 0.493 0.270
C -3.397 0.604 1.630
C -2.189 0.599 2.249
N -1.176 0.466 1.323
C -1.752 0.418 0.168
H -4.190 0.663 -4.152
H -2.609 0.937 -2.298
H -5.677 -0.202 0.476
H -7.271 -0.418 -1.383
H -4.396 0.724 2.009
H -1.977 0.684 3.303
H -1.227 0.323 -0.772
N -1.367 5.323 1.310
C -0.625 4.861 0.543
N 0.215 4.453 -0.380
C 0.608 3.233 -0.512
N 0.983 2.149 -0.740
*
```

# 2
ORCA calculation (ωB97M-V with the def2-TZVPD basis set) on a structure of composition C29H64N3O12PS.

Properties
HOMO: -8.70 eV
DFT total energy: -80272.052 eV
LUMO energy: -0.13 eV
Kohn-Sham gap: 8.57 eV

Geometry as ORCA input:
```
! wB97M-V def2-TZVPD RIJCOSX def2/J DEFGRID3
* xyz 0 1
C -1.406 -0.915 0.324
C -0.910 0.533 0.104
N -0.772 1.186 1.432
C 0.551 1.589 1.752
O 1.254 2.376 0.839
O 1.332 0.357 1.713
S 2.698 0.747 2.531
O 3.742 1.067 1.625
O 3.012 -0.409 3.290
O 2.127 2.007 3.393
C 0.685 2.044 3.219
C 0.040 3.421 3.401
C -0.068 4.013 4.618
C -0.673 5.233 4.833
C -1.155 5.877 3.717
C -0.970 5.207 2.501
N -0.422 4.032 2.303
P -0.084 0.859 4.480
N 0.156 -0.615 4.167
O -1.684 1.212 4.443
O 0.556 1.185 5.949
H -2.300 -0.932 0.946
H -1.695 -1.314 -0.656
H -0.605 -1.509 0.764
H -1.718 1.050 -0.428
H -0.018 0.596 -0.519
H -1.409 1.971 1.449
H 0.626 2.840 0.275
H 0.354 3.494 5.473
H -0.761 5.662 5.821
H -1.644 6.838 3.777
H -1.321 5.723 1.608
H -0.696 -1.138 4.014
H -2.037 1.120 5.338
H -0.117 1.674 6.443
C -2.123 -4.267 4.401
C -3.148 -3.423 3.661
O -2.873 -3.267 2.282
C -2.819 -4.453 1.511
C -4.111 -5.253 1.521
H -1.125 -3.838 4.290
H -2.368 -4.314 5.463
H -2.086 -5.289 4.022
H -3.149 -2.415 4.081
H -4.159 -3.822 3.806
H -1.975 -5.074 1.828
H -2.603 -4.135 0.490
H -4.370 -5.601 2.522
H -4.018 -6.128 0.876
H -4.940 -4.641 1.161
C -1.123 0.307 -4.274
C -0.547 -1.025 -3.821
O -1.533 -1.973 -3.461
C -2.451 -2.347 -4.472
C -1.795 -2.968 -5.693
H -1.754 0.734 -3.493
H -0.319 1.009 -4.500
H -1.736 0.203 -5.171
H 0.057 -0.861 -2.927
H 0.120 -1.439 -4.586
H -3.072 -1.490 -4.758
H -3.121 -3.076 -4.015
H -1.116 -2.275 -6.191
H -2.552 -3.273 -6.416
H -1.214 -3.846 -5.407
C 2.605 -4.850 -9.674
C 2.021 -3.581 -9.076
O 1.233 -3.802 -7.921
C 1.892 -4.407 -6.820
C 3.072 -3.604 -6.301
H 1.810 -5.554 -9.925
H 3.165 -4.616 -10.580
H 3.284 -5.353 -8.984
H 1.358 -3.116 -9.806
H 2.811 -2.852 -8.864
H 2.195 -5.429 -7.075
H 1.146 -4.493 -6.030
H 3.855 -3.492 -7.052
H 3.510 -4.097 -5.432
H 2.752 -2.603 -6.008
C -5.223 9.312 -0.183
C -4.907 8.561 1.099
O -3.546 8.179 1.222
C -2.607 9.246 1.224
C -2.799 10.226 2.368
H -4.949 8.712 -1.053
H -6.288 9.539 -0.234
H -4.679 10.255 -0.250
H -5.480 7.633 1.117
H -5.221 9.138 1.975
H -2.620 9.764 0.259
H -1.624 8.780 1.310
H -3.769 10.722 2.324
H -2.028 10.996 2.339
H -2.739 9.709 3.328
C 5.822 -2.159 1.763
C 5.148 -3.336 2.445
O 5.448 -4.593 1.854
C 6.812 -4.965 1.838
C 7.439 -5.064 3.219
H 5.546 -2.120 0.708
H 5.519 -1.226 2.239
H 6.911 -2.223 1.815
H 4.068 -3.218 2.370
H 5.384 -3.353 3.514
H 7.384 -4.283 1.199
H 6.849 -5.944 1.358
H 7.433 -4.107 3.741
H 8.476 -5.395 3.139
H 6.891 -5.779 3.835
*
```

# 3
ORCA calculation (ωB97M-V with the def2-TZVPD basis set) on a cluster of 9 separate species, C33H79N2O10 in total.

Properties
HOMO: -11.58 eV
DFT total energy: -58945.661 eV
LUMO energy: -4.83 eV
Kohn-Sham gap: 6.75 eV

Geometry as ORCA input:
```
! wB97M-V def2-TZVPD RIJCOSX def2/J DEFGRID3
* xyz 1 1
C 1.637 -2.116 -0.369
C 1.518 -0.603 -0.958
C 1.020 0.368 0.225
O 0.423 1.627 -0.280
C -0.816 1.315 -0.847
C -1.186 1.390 -2.352
N -2.366 1.114 -3.027
N -3.378 0.664 -2.295
C -3.233 0.488 -0.905
O -4.389 -0.048 -0.242
C -3.998 -1.404 0.191
C -3.422 -2.289 -1.032
C -2.034 0.780 0.002
H 0.939 -2.259 0.532
H 1.314 -2.901 -1.143
H 2.700 -2.338 -0.012
H 2.562 -0.295 -1.317
H 0.824 -0.627 -1.861
H 1.917 0.609 0.906
H 0.296 -0.241 0.863
H -0.325 1.741 -3.030
H -4.266 0.419 -2.778
H -4.966 -1.893 0.580
H -3.272 -1.405 1.070
H -3.519 -3.424 -0.822
H -2.308 -2.097 -1.235
H -4.017 -1.966 -1.963
H -1.987 0.646 1.130
C -3.237 2.221 4.606
C -1.798 2.207 5.098
C -1.117 3.545 4.856
O -1.076 1.178 4.421
H -3.281 2.410 3.528
H -3.710 1.250 4.776
H -3.822 2.989 5.118
H -1.777 1.972 6.165
H -1.087 3.780 3.787
H -0.081 3.516 5.203
H -1.638 4.352 5.376
H -1.088 1.378 3.476
C -8.486 1.946 0.846
C -8.394 0.913 -0.267
C -7.193 1.171 -1.163
O -9.585 0.951 -1.048
H -8.606 2.954 0.434
H -9.360 1.756 1.474
H -7.592 1.931 1.475
H -8.322 -0.088 0.167
H -7.267 2.151 -1.645
H -7.145 0.428 -1.965
H -6.260 1.132 -0.593
H -9.660 1.832 -1.436
C -4.519 -7.430 1.469
C -4.935 -6.094 0.875
C -5.737 -6.283 -0.403
O -3.770 -5.316 0.595
H -3.883 -7.985 0.772
H -3.934 -7.279 2.380
H -5.391 -8.043 1.710
H -5.531 -5.537 1.604
H -5.142 -6.799 -1.164
H -6.020 -5.314 -0.826
H -6.645 -6.861 -0.218
H -3.236 -5.800 -0.049
C 6.114 2.250 -2.951
C 4.760 1.639 -3.272
C 3.918 2.576 -4.123
O 4.068 1.352 -2.055
H 6.000 3.178 -2.385
H 6.704 1.571 -2.330
H 6.675 2.466 -3.864
H 4.899 0.690 -3.797
H 3.727 3.516 -3.596
H 2.942 2.129 -4.336
H 4.413 2.801 -5.070
H 3.940 2.185 -1.583
C 9.720 5.900 -3.980
C 8.364 5.289 -4.299
C 7.521 6.225 -5.150
O 7.675 5.004 -3.082
H 9.605 6.830 -3.415
H 10.310 5.222 -3.359
H 10.280 6.115 -4.894
H 8.504 4.339 -4.823
H 7.331 7.166 -4.625
H 6.546 5.778 -5.362
H 8.016 6.449 -6.099
H 7.547 5.839 -2.610
C -3.222 -11.964 -1.230
C -3.258 -10.527 -1.724
C -2.424 -10.353 -2.984
O -2.762 -9.661 -0.703
H -2.200 -12.265 -0.980
H -3.816 -12.072 -0.319
H -3.613 -12.651 -1.985
H -4.292 -10.233 -1.924
H -1.375 -10.599 -2.794
H -2.450 -9.313 -3.321
H -2.791 -10.992 -3.791
H -1.847 -9.913 -0.518
C 6.917 8.759 0.958
C 5.910 8.344 -0.103
C 4.912 7.336 0.445
O 6.600 7.774 -1.214
H 7.494 7.896 1.307
H 7.634 9.474 0.548
H 6.420 9.215 1.818
H 5.378 9.227 -0.468
H 5.421 6.424 0.775
H 4.202 7.039 -0.331
H 4.355 7.750 1.289
H 7.074 6.993 -0.901
C 1.077 -0.862 7.054
C 1.167 -1.893 5.941
C 2.359 -1.627 5.034
O -0.032 -1.865 5.169
H 0.946 0.145 6.643
H 0.210 -1.059 7.690
H 1.976 -0.871 7.675
H 1.251 -2.894 6.373
H 2.272 -0.646 4.554
H 2.404 -2.369 4.232
H 3.296 -1.659 5.594
H -0.115 -0.983 4.783
*
```

# 4
ORCA calculation (ωB97M-V with the def2-TZVPD basis set) on a structure of composition C47H40ClN2O3P3S2Y.

Properties
Energy relative to the best compared isomer or geometry (same formula, charge and spin): 11.3 kcal/mol
HOMO: -4.61 eV
DFT total energy: -121622.802 eV
LUMO energy: 2.29 eV
Kohn-Sham gap: 6.90 eV

Geometry as ORCA input:
```
! wB97M-V def2-TZVPD RIJCOSX def2/J DEFGRID3
* xyz -1 1
Y -0.020 0.222 0.438
S -2.756 1.413 -1.785
P -0.895 1.278 -2.541
C 0.090 0.039 -1.962
P -0.287 -1.579 -2.190
S -0.427 -2.610 -0.435
C -1.782 -1.910 -3.182
C -2.994 -2.212 -2.574
C -4.136 -2.383 -3.335
C -4.081 -2.252 -4.715
C -2.876 -1.950 -5.331
C -1.733 -1.781 -4.568
C 0.996 -2.416 -3.185
C 0.838 -3.743 -3.581
C 1.824 -4.376 -4.314
C 2.986 -3.690 -4.650
C 3.155 -2.376 -4.247
C 2.160 -1.741 -3.516
C -0.984 1.332 -4.368
C 0.189 1.130 -5.092
C 0.164 1.109 -6.475
C -1.040 1.289 -7.147
C -2.208 1.496 -6.430
C -2.181 1.518 -5.043
C -0.050 2.851 -2.181
C 1.298 2.865 -1.845
C 1.934 4.059 -1.534
C 1.229 5.249 -1.588
C -0.116 5.242 -1.943
C -0.755 4.050 -2.226
H -3.031 -2.318 -1.498
H -5.076 -2.611 -2.848
H -4.978 -2.380 -5.308
H -2.822 -1.834 -6.407
H -0.802 -1.527 -5.060
H -0.065 -4.278 -3.309
H 1.692 -5.405 -4.623
H 3.761 -4.185 -5.223
H 4.062 -1.841 -4.502
H 2.267 -0.714 -3.183
H 1.119 0.972 -4.559
H 1.078 0.943 -7.031
H -1.065 1.264 -8.229
H -3.147 1.630 -6.954
H -3.090 1.651 -4.469
H 1.840 1.929 -1.787
H 2.967 4.043 -1.212
H 1.717 6.180 -1.328
H -0.675 6.169 -1.969
H -1.815 4.037 -2.449
N -2.327 -0.303 1.204
C -2.820 0.638 2.216
C -1.949 1.899 2.351
O -2.231 2.674 3.280
N -0.980 2.013 1.454
C -0.104 3.165 1.550
C 1.382 2.776 1.469
O 2.252 3.587 1.739
O 1.607 1.555 1.079
H -2.708 -0.035 0.289
H -2.620 -1.252 1.387
H -2.836 0.152 3.194
H -3.837 0.985 2.010
H -0.278 3.735 2.464
H -0.281 3.848 0.707
Cl 2.517 -1.512 0.922
C 2.697 -2.189 2.525
C 3.657 -3.188 2.654
C 3.856 -3.785 3.884
C 3.099 -3.391 4.981
C 2.151 -2.401 4.833
C 1.924 -1.775 3.603
P 0.674 -0.458 3.444
C -0.652 -1.126 4.493
C -1.326 -2.237 3.982
C -2.391 -2.788 4.671
C -2.810 -2.224 5.871
C -2.149 -1.119 6.380
C -1.069 -0.573 5.698
C 1.434 0.922 4.330
C 0.625 1.987 4.726
C 1.196 3.114 5.293
C 2.571 3.200 5.449
C 3.378 2.150 5.043
C 2.815 1.012 4.490
H 4.230 -3.487 1.788
H 4.600 -4.564 3.986
H 3.249 -3.857 5.946
H 1.556 -2.091 5.684
H -1.018 -2.670 3.034
H -2.905 -3.650 4.264
H -3.655 -2.644 6.401
H -2.473 -0.669 7.310
H -0.561 0.294 6.099
H -0.448 1.972 4.569
H 0.555 3.937 5.580
H 3.014 4.096 5.864
H 4.453 2.222 5.139
H 3.459 0.207 4.164
*
```